Record 1
# C19H22N3O4P

One molecule with the formula C19H22N3O4P at a distorted geometry (the ωB97M-V functional and the def2-TZVPD basis, the Open Molecules 2025 dataset).

Each line ends with the natural charge from an NBO analysis.
CARTESIAN COORDINATES (ANGSTROEM)
C: 3.5816 0.4572 -0.6217  0.041
C: -2.1518 2.9359 -1.3730  -0.066
H: -3.7238 3.4936 -0.0239  0.224
H: -0.7432 -4.2084 1.4893  0.210
P: -2.5981 0.5006 -0.4668  2.507
H: -0.1176 0.2555 -1.6376  0.237
C: 5.2705 0.7257 1.1063  -0.271
C: -0.6019 -3.6753 0.5601  -0.203
H: -0.4694 -4.1911 -2.7712  0.211
H: -4.0836 3.8097 -1.7238  0.212
H: 6.6614 0.8208 -1.9730  0.220
C: 3.9388 0.5419 0.7398  0.224
H: 7.2671 0.9666 0.4076  0.220
H: -4.9544 0.8939 2.0611  0.184
H: -2.9528 4.8595 -0.8522  0.210
N: 2.9285 0.4385 1.6601  -0.562
C: 6.2347 0.8242 0.1268  -0.174
H: -4.0437 -1.1703 3.0874  0.220
C: -0.6294 -4.3572 -0.6436  -0.211
O: -2.5916 1.6052 -1.6108  -0.813
O: -3.4901 1.1451 0.7110  -0.822
C: -0.0421 -0.0982 -0.6033  -0.124
C: -0.2269 -1.6077 -0.6068  -0.038
C: -0.4454 -3.6652 -1.8282  -0.218
H: -4.8393 -0.4006 0.8321  0.199
C: -3.3056 3.8374 -0.9653  -0.634
C: 1.6086 0.2436 1.3425  0.604
O: 0.7728 0.1472 2.2277  -0.630
H: 3.1535 0.4936 2.6484  0.418
H: 5.5328 0.7888 2.1526  0.215
H: 4.2879 0.4922 -2.6322  0.230
C: 1.3533 0.1780 -0.1122  0.198
H: -0.1105 -1.7569 -2.7352  0.204
C: 5.8906 0.7415 -1.2221  -0.237
N: -1.0423 0.6103 0.1679  -1.003
C: -0.3962 -2.3070 0.5804  -0.229
C: -0.2420 -2.2975 -1.8102  -0.133
H: -2.7596 0.0487 3.0235  0.210
N: 2.2816 0.2833 -0.9960  -0.350
H: -0.3671 -1.7876 1.5272  0.227
H: -0.9624 0.4190 1.1593  0.436
C: 4.5797 0.5600 -1.5969  -0.150
C: -4.2686 0.2549 1.4970  -0.063
C: -3.4095 -0.5865 2.4251  -0.647
H: -0.7962 -5.4243 -0.6580  0.211
H: -1.3793 2.9293 -0.5982  0.191
H: -1.7146 3.2745 -2.3182  0.183
O: -3.0819 -0.7776 -0.9824  -1.087
H: -2.8024 -1.2650 1.8295  0.222

Calculated values
- Total charge: 0
- Structure (SMILES): CCOP(=O)(N[C@H](c1ccccc1)c1nc2ccccc2[nH]c1=O)OCC
- DFT total energy: -42012.920 eV
- Gap between HOMO and LUMO: 0.308 Ha
- ΔE to the lowest compared entry with this formula, charge and spin: 0.0 kJ/mol

Record 2
# C19H22N4O2S

One molecule with the formula C19H22N4O2S (the ωB97M-V functional and the def2-TZVPD basis, the Open Molecules 2025 dataset).

Each line ends with the natural charge from an NBO analysis.
CARTESIAN COORDINATES (ANGSTROEM)
C: -0.7269 -1.7161 1.0332  -0.200
C: -2.1794 1.7258 -0.9351  -0.261
H: 0.8645 0.4091 -0.4444  0.420
C: 0.7787 2.4202 -1.0523  -0.238
H: -2.7986 0.3906 1.9296  0.160
H: 0.2568 3.0594 0.9215  0.203
C: 2.9284 -1.3751 0.2620  -0.060
C: 4.7541 2.2542 -0.1796  0.281
H: 1.8686 -3.2521 -1.3433  0.221
H: -3.9620 0.6010 -1.4341  0.193
H: -2.8175 -0.2525 -0.3555  0.171
C: 1.1373 -2.8158 -0.6791  -0.178
C: -3.2420 1.3489 1.6241  -0.071
C: 2.7450 1.1715 -0.3094  0.462
O: -2.4422 -3.0336 0.1551  -0.495
N: 1.4436 1.2115 -0.6424  -0.584
N: -1.3158 1.9235 0.2202  -0.448
C: 1.5298 -1.8192 0.2043  -0.093
H: -2.7671 -3.7357 -1.7712  0.176
H: -1.4886 2.4385 2.2313  0.205
H: -0.4459 -4.0158 -1.4417  0.221
C: 3.9563 -2.2223 0.5251  -0.372
H: -3.9728 -4.1253 -0.5203  0.204
C: 4.7797 0.0741 0.2515  0.077
H: -1.4633 -1.3203 1.7135  0.216
H: 1.5486 3.1870 -1.1548  0.254
C: -0.1768 -3.2477 -0.7341  -0.293
O: -4.0563 1.1562 0.4937  -0.523
C: -2.9081 -4.0272 -0.7253  -0.252
H: 0.8695 -0.5215 1.7831  0.225
S: 5.5090 -1.4614 0.6039  0.422
H: -2.4147 -4.9875 -0.5447  0.178
C: 0.5766 -1.2755 1.0671  -0.209
H: -1.5916 1.3325 -1.7654  0.202
C: -0.2563 2.8905 -0.0288  -0.218
H: 0.3097 2.2580 -2.0279  0.189
N: 5.4739 1.2006 0.1355  -0.504
C: -3.2767 0.7180 -0.5927  -0.067
H: 5.2853 3.1927 -0.2678  0.176
N: 3.4558 2.2976 -0.4185  -0.551
C: -2.1279 2.3574 1.3493  -0.249
C: 3.3901 -0.0318 0.0850  -0.220
H: -3.8965 1.7132 2.4180  0.196
H: -2.6480 2.6763 -1.2486  0.169
H: -0.6673 3.8573 -0.3717  0.170
C: -1.1241 -2.6970 0.1221  0.291
H: 3.8880 -3.2771 0.7071  0.235
H: -2.5828 3.3449 1.1524  0.169

Calculated values
- Total charge: 0
- Structure (SMILES): COc1ccc(-c2csc3ncnc(NCCN4CCOCC4)c23)cc1
- DFT total energy: -40950.767 eV
- Gap between HOMO and LUMO: 0.314 Ha
- ΔE to the lowest compared entry with this formula, charge and spin: 159.4 kJ/mol

Record 3
# C19H22N4O3S

One molecule with the formula C19H22N4O3S at a distorted geometry (the ωB97M-V functional and the def2-TZVPD basis, the Open Molecules 2025 dataset).

Each line ends with the natural charge from an NBO analysis.
CARTESIAN COORDINATES (ANGSTROEM)
H: 4.3611 1.4890 -2.4977  0.205
C: 3.7623 2.3624 0.0703  -0.612
C: 3.2997 -1.3035 0.2469  0.668
H: -5.4224 2.4639 -0.4396  0.206
H: -2.1239 0.2762 -2.2628  0.226
H: 5.8111 -0.3608 -0.4910  0.241
H: 4.3240 3.1010 -0.4952  0.214
O: -3.5724 1.6352 -0.0632  -0.393
C: -2.5323 3.4325 0.7630  -0.246
H: 2.5290 -3.0258 1.2799  0.254
C: -3.5311 -1.3418 -2.3868  -0.242
N: -1.2173 -0.0765 0.1900  -0.386
H: -2.5166 -4.1784 1.6997  0.182
H: -3.8317 -1.1131 -3.3969  0.221
H: 4.0101 2.4699 1.1236  0.212
N: -0.1509 1.5766 1.1682  -0.260
C: -4.0866 -2.4154 -1.7161  -0.175
H: -4.8280 -3.0306 -2.2031  0.218
H: -3.8535 -3.2060 2.3850  0.179
H: -4.1565 -3.5618 0.0800  0.224
C: -3.7059 -2.7194 -0.4196  -0.290
H: 3.9741 -0.2140 -2.2219  0.234
H: -4.3114 4.7512 0.5409  0.233
H: 2.7001 2.5615 -0.0545  0.216
C: -2.4077 2.1032 0.4416  0.203
H: -2.2573 -3.2138 3.1744  0.207
C: -1.2781 1.2378 0.5938  0.286
C: 5.5859 0.6535 -0.1749  -0.620
N: 3.2863 0.0296 0.3671  -0.654
H: 2.0951 -1.4727 2.0696  0.245
C: -2.7563 -1.9416 0.2310  0.297
H: 6.2047 1.3463 -0.7385  0.203
C: 3.7659 0.8032 -1.9011  -0.620
S: 0.6215 -2.0769 0.2903  0.303
H: -1.7658 4.0495 1.1817  0.243
H: 2.7118 1.0157 -2.0694  0.204
C: -4.4372 2.6607 -0.0659  0.099
C: -2.7730 -3.2490 2.2164  -0.251
C: 0.0261 -0.4790 0.5844  0.198
C: -2.1940 -0.8571 -0.4603  0.135
C: -3.8556 3.7892 0.4287  -0.312
O: -2.3177 -2.1250 1.5016  -0.490
H: 2.5042 0.4426 0.8756  0.442
O: 4.0576 -1.9571 -0.4411  -0.640
C: -2.5773 -0.5626 -1.7563  -0.175
C: 4.1053 0.9550 -0.4151  0.125
H: 5.8221 0.7502 0.8824  0.206
C: 2.2425 -1.9867 1.1218  -0.602
N: 0.6599 0.5127 1.1629  -0.360

Calculated values
- Total charge: 0
- Structure (SMILES): COc1ccccc1-n1c(SCC(=O)NC(C)(C)C)nnc1-c1ccco1
- DFT total energy: -42997.894 eV
- Gap between HOMO and LUMO: 0.313 Ha
- ΔE to the lowest compared entry with this formula, charge and spin: 201.9 kJ/mol

Copy entry 1 word for word.
# C19H22N3O4P

One molecule with the formula C19H22N3O4P at a distorted geometry (the ωB97M-V functional and the def2-TZVPD basis, the Open Molecules 2025 dataset).

Each line ends with the natural charge from an NBO analysis.
CARTESIAN COORDINATES (ANGSTROEM)
C: 3.5816 0.4572 -0.6217  0.041
C: -2.1518 2.9359 -1.3730  -0.066
H: -3.7238 3.4936 -0.0239  0.224
H: -0.7432 -4.2084 1.4893  0.210
P: -2.5981 0.5006 -0.4668  2.507
H: -0.1176 0.2555 -1.6376  0.237
C: 5.2705 0.7257 1.1063  -0.271
C: -0.6019 -3.6753 0.5601  -0.203
H: -0.4694 -4.1911 -2.7712  0.211
H: -4.0836 3.8097 -1.7238  0.212
H: 6.6614 0.8208 -1.9730  0.220
C: 3.9388 0.5419 0.7398  0.224
H: 7.2671 0.9666 0.4076  0.220
H: -4.9544 0.8939 2.0611  0.184
H: -2.9528 4.8595 -0.8522  0.210
N: 2.9285 0.4385 1.6601  -0.562
C: 6.2347 0.8242 0.1268  -0.174
H: -4.0437 -1.1703 3.0874  0.220
C: -0.6294 -4.3572 -0.6436  -0.211
O: -2.5916 1.6052 -1.6108  -0.813
O: -3.4901 1.1451 0.7110  -0.822
C: -0.0421 -0.0982 -0.6033  -0.124
C: -0.2269 -1.6077 -0.6068  -0.038
C: -0.4454 -3.6652 -1.8282  -0.218
H: -4.8393 -0.4006 0.8321  0.199
C: -3.3056 3.8374 -0.9653  -0.634
C: 1.6086 0.2436 1.3425  0.604
O: 0.7728 0.1472 2.2277  -0.630
H: 3.1535 0.4936 2.6484  0.418
H: 5.5328 0.7888 2.1526  0.215
H: 4.2879 0.4922 -2.6322  0.230
C: 1.3533 0.1780 -0.1122  0.198
H: -0.1105 -1.7569 -2.7352  0.204
C: 5.8906 0.7415 -1.2221  -0.237
N: -1.0423 0.6103 0.1679  -1.003
C: -0.3962 -2.3070 0.5804  -0.229
C: -0.2420 -2.2975 -1.8102  -0.133
H: -2.7596 0.0487 3.0235  0.210
N: 2.2816 0.2833 -0.9960  -0.350
H: -0.3671 -1.7876 1.5272  0.227
H: -0.9624 0.4190 1.1593  0.436
C: 4.5797 0.5600 -1.5969  -0.150
C: -4.2686 0.2549 1.4970  -0.063
C: -3.4095 -0.5865 2.4251  -0.647
H: -0.7962 -5.4243 -0.6580  0.211
H: -1.3793 2.9293 -0.5982  0.191
H: -1.7146 3.2745 -2.3182  0.183
O: -3.0819 -0.7776 -0.9824  -1.087
H: -2.8024 -1.2650 1.8295  0.222

Calculated values
- Total charge: 0
- Structure (SMILES): CCOP(=O)(N[C@H](c1ccccc1)c1nc2ccccc2[nH]c1=O)OCC
- DFT total energy: -42012.920 eV
- Gap between HOMO and LUMO: 0.308 Ha
- ΔE to the lowest compared entry with this formula, charge and spin: 0.0 kJ/mol

Which value of total charge does entry 3 give?
0